Entry 1:
A molecular structure, C13H25Cl3O9P2SYb, computed with ωB97M-V/def2-TZVPD.

E_LUMO ... -6.46 eV
Energy above the lowest of the compared OMol25 structures with the same formula, charge and spin ... 0.0 kcal/mol

```
! wB97M-V def2-TZVPD RIJCOSX def2/J DEFGRID3
* xyz 2 1
C 3.2222 -2.1289 -1.4031
C 3.2196 -0.9744 -0.4163
O 2.1107 -0.0273 -0.7530
P 2.2419 1.5333 -0.2085
O 1.2711 2.2453 -1.0944
C 1.7751 1.6570 1.4921
C 0.9818 0.4935 2.0222
O -0.1961 0.5333 1.2078
P -1.6818 0.2064 1.7170
O -1.9863 0.6639 3.0624
O -2.3636 0.8174 0.4464
C -3.4498 1.7891 0.4490
C -4.8443 1.2470 0.3999
C -5.1184 0.1295 -0.6214
C -4.6063 0.4361 -2.0475
S -3.3579 -0.5909 -2.8266
O -2.0043 -0.2152 -2.4302
O -3.6878 -0.7373 -4.2003
Cl -3.7840 -2.3817 -1.9813
O -1.7777 -1.3928 1.5973
C -0.7052 -2.1534 1.2827
Cl -0.4461 -2.1226 -0.4219
C -0.0226 -2.8783 2.1364
C -0.3674 -2.9049 3.5969
Cl 1.2762 -3.8481 1.6021
O 3.7013 2.0276 -0.3218
C 4.4349 2.2774 -1.5821
C 5.6480 1.3861 -1.6876
H 4.1751 -2.1975 -1.9172
H 3.0200 -3.0746 -0.9144
H 2.4674 -2.0001 -2.1803
H 3.0591 -1.3349 0.5934
H 4.1461 -0.4209 -0.4770
H 1.0831 2.4996 1.4364
H 2.5913 1.9462 2.1486
H 1.4512 -0.4807 1.9066
H 0.7768 0.6493 3.0787
H -3.2692 2.4694 1.2758
H -3.2740 2.3415 -0.4702
H -5.4468 2.0984 0.0802
H -5.1888 0.9331 1.3824
H -6.2002 0.0426 -0.6663
H -4.7603 -0.8356 -0.2869
H -4.1795 1.4375 -2.1016
H -5.3857 0.3817 -2.8022
H -1.3225 -3.4041 3.7431
H -0.4538 -1.8963 3.9948
H 0.3885 -3.4439 4.1538
H 4.6986 3.3266 -1.5421
H 3.7461 2.1547 -2.4149
H 5.9450 1.0243 -0.7068
H 6.4846 1.9558 -2.0792
H 5.4926 0.5403 -2.3522
Yb 0.4723 0.2005 -1.8987
*
```

Electronic structure analysis, Mulliken charges in units of e:
1 C -1.118
2 C 0.348
3 O 0.274
4 P 0.836
5 O -0.842
6 C -0.826
7 C -0.449
8 O 0.336
9 P 0.270
10 O -0.776
11 O 0.186
12 C -0.641
13 C -0.884
14 C -0.465
15 C -0.924
16 S 1.039
17 O -0.569
18 O -0.590
19 Cl -0.161
20 O -0.392
21 C 0.078
22 Cl -0.129
23 C 0.745
24 C -1.146
25 Cl -0.142
26 O -0.314
27 C -0.179
28 C -1.197
29 H 0.378
30 H 0.278
31 H 0.162
32 H 0.302
33 H -0.002
34 H 0.329
35 H 0.562
36 H 0.020
37 H 0.568
38 H 0.451
39 H 0.387
40 H 0.405
41 H 0.365
42 H 0.359
43 H 0.439
44 H 0.434
45 H 0.447
46 H 0.325
47 H 0.306
48 H 0.405
49 H 0.432
50 H 0.260
51 H 0.340
52 H 0.379
53 H 0.344
54 Yb 0.956


Entry 2:
A molecular structure, C13H25F12N6O11S4, computed with ωB97M-V/def2-TZVPD.

E_LUMO ... 1.88 eV
Energy above the lowest of the compared OMol25 structures with the same formula, charge and spin ... 0.0 kcal/mol

```
! wB97M-V def2-TZVPD RIJCOSX def2/J DEFGRID3
* xyz -1 1
N 0.7927 0.3789 0.4638
H -0.1259 0.1613 0.0528
H 1.1937 -0.5202 0.7659
H 0.7024 0.9844 1.3164
H 1.4928 0.7992 -0.1935
C 3.4892 -0.5328 -3.2589
F 2.6083 -1.4864 -2.9207
F 4.6463 -1.1386 -3.5609
F 3.0381 0.0994 -4.3238
S 3.7384 0.5975 -1.8231
O 3.8199 -0.2777 -0.7084
O 4.8699 1.3936 -2.1415
N 2.2607 1.3079 -1.7817
S 2.3549 2.7956 -2.3798
O 3.0917 3.7091 -1.5676
O 2.6386 2.8527 -3.7922
C 0.6115 3.3113 -2.2187
F 0.1620 3.1274 -0.9721
F 0.5275 4.5896 -2.5348
F -0.1792 2.6123 -3.0444
C 2.8399 1.0236 3.5809
F 2.1703 0.2370 4.4210
F 4.0343 1.2896 4.0737
F 2.9697 0.3738 2.4075
S 1.9293 2.5843 3.2921
O 1.8978 3.2577 4.5381
O 2.6045 3.2292 2.2303
N 0.4912 1.9426 2.8108
S -0.6779 2.7232 3.5883
O -0.9472 2.2162 4.9010
O -0.6768 4.1435 3.4132
C -2.1202 2.1641 2.5933
F -3.1928 2.8699 2.9898
F -1.9531 2.3438 1.2857
F -2.3853 0.8702 2.8247
C -0.2924 -0.2379 -4.6887
C -0.5017 -1.5649 -4.0241
O -0.9865 -2.5208 -4.6185
N -0.2380 -1.5899 -2.6892
C -0.4011 -2.7367 -1.8422
H -1.2373 0.3086 -4.6630
H -0.0510 -0.3922 -5.7366
H 0.4692 0.3730 -4.2067
H 0.4393 -0.9257 -2.3479
H -0.6473 -2.3807 -0.8352
H 0.5486 -3.2674 -1.6940
H -1.1694 -3.4150 -2.1930
C -3.3496 0.9618 -2.1350
C -2.8860 0.0527 -1.0312
O -1.7279 0.0348 -0.6517
N -3.7987 -0.8382 -0.5632
C -3.4365 -1.7789 0.4911
H -4.2375 0.5584 -2.6244
H -2.5513 1.0651 -2.8624
H -3.6132 1.9410 -1.7357
H -4.5574 -1.1303 -1.1516
H -2.9368 -2.6645 0.0929
H -4.3682 -2.1056 0.9572
H -2.8297 -1.2867 1.2428
C -0.0162 -4.3183 1.9597
C 0.0999 -2.8645 2.3775
O 0.9621 -2.1341 1.9137
N -0.7814 -2.4640 3.3354
C -0.7859 -1.1490 3.9440
H -0.2266 -4.9871 2.7884
H 0.9016 -4.5908 1.4476
H -0.8160 -4.3731 1.2135
H -1.3109 -3.1771 3.8039
H -0.2231 -0.4296 3.3687
H -0.3509 -1.2023 4.9470
H -1.8093 -0.8032 4.0836
*
```

Electronic structure analysis, Mulliken charges in units of e:
1 N 1.433
2 H 0.284
3 H 0.615
4 H -0.167
5 H 0.382
6 C 0.695
7 F -0.253
8 F -0.247
9 F -0.205
10 S 0.923
11 O -0.673
12 O -0.612
13 N -0.863
14 S 1.024
15 O -0.625
16 O -0.680
17 C 0.624
18 F -0.220
19 F -0.223
20 F -0.213
21 C 0.657
22 F -0.237
23 F -0.237
24 F -0.187
25 S 0.852
26 O -0.664
27 O -0.628
28 N -0.546
29 S 0.926
30 O -0.667
31 O -0.664
32 C 0.646
33 F -0.252
34 F -0.232
35 F -0.247
36 C -0.769
37 C 0.830
38 O -0.721
39 N 0.675
40 C -0.817
41 H 0.166
42 H 0.385
43 H 0.042
44 H -0.437
45 H 0.002
46 H 0.309
47 H 0.406
48 C -1.058
49 C 0.649
50 O -1.005
51 N -0.201
52 C -0.792
53 H 0.441
54 H 0.052
55 H 0.255
56 H 0.261
57 H 0.289
58 H 0.367
59 H 0.131
60 C -1.318
61 C 0.725
62 O -0.649
63 N -0.064
64 C -0.375
65 H 0.464
66 H 0.305
67 H 0.211
68 H 0.207
69 H -0.229
70 H 0.388
71 H 0.359


DFT total energy (computed, Ha): -4807.3377, -4457.8325
Orbital gap (computed, eV): 8.60, 9.35